No. 1
This record from the OMol25 dataset describes a cluster of 2 separate species, CH5N2 in total in a non-equilibrium geometry. The level of theory is ωB97M-V with the def2-TZVPD basis set.

**Total charge**: +1
**Gap between HOMO and LUMO**: 3.62 eV
**Relative energy (zero: lowest compared OMol25 entry of this formula, charge and spin)**: 7.6072 eV
**E_tot**: -4084.3804 eV
**Molar mass**: 45.1 g/mol
**E_LUMO**: -11.2 eV
**Highest occupied orbital energy**: -14.846 eV

```
8
CH5N2 | the OMol25 dataset | ωB97M-V with the def2-TZVPD basis set
N 9.30 -1.05 -1.67
C 9.14 -2.19 -2.31
N 9.72 -2.47 -3.47
H -28.09 5.80 6.97
H 8.75 -0.96 -0.80
H 8.41 -2.95 -1.97
H 10.21 -1.64 -3.77
H -27.44 5.46 7.01
```

=====

No. 2
This record from the OMol25 dataset describes the ion CH5N2O with charge +1 in a non-equilibrium geometry. The level of theory is ωB97M-V with the def2-TZVPD basis set.

**SMILES**: NC([NH3+])=O
**Total charge**: +1
**Gap between HOMO and LUMO**: 12.66 eV
**Relative energy (zero: lowest compared OMol25 entry of this formula, charge and spin)**: 0.6090 eV
**E_tot**: -6138.4723 eV
**Molar mass**: 61.1 g/mol
**E_LUMO**: -4.3 eV
**Highest occupied orbital energy**: -16.928 eV

```
9
CH5N2O | the OMol25 dataset | ωB97M-V with the def2-TZVPD basis set
C -0.60 0.43 0.15
N 0.43 1.24 0.21
N -0.03 -1.13 -0.22
O -1.74 0.40 0.38
H 1.31 0.92 0.02
H 0.25 2.20 0.10
H 0.60 -1.17 0.60
H 0.62 -1.11 -1.08
H -0.83 -1.78 -0.16
```

=====

No. 3
This record from the OMol25 dataset describes a cluster of 2 separate species, CH5N2O in total in a non-equilibrium geometry. The level of theory is ωB97M-V with the def2-TZVPD basis set.

**Total charge**: +1
**Gap between HOMO and LUMO (alpha / beta)**: 9.18 / 8.38 eV
**Relative energy (zero: lowest compared OMol25 entry of this formula, charge and spin)**: 5.4795 eV
**E_tot**: -6133.6018 eV
**Molar mass**: 61.1 g/mol
**E_LUMO (alpha / beta)**: -5.4 / -6.0 eV
**Highest occupied orbital energy (alpha / beta)**: -14.601 / -14.422 eV

```
9
CH5N2O | the OMol25 dataset | ωB97M-V with the def2-TZVPD basis set
C -0.40 -0.32 0.35
N -1.52 0.21 0.19
N 0.79 0.28 -0.08
O 1.95 -0.26 0.13
H -0.46 -1.33 0.83
H -2.38 -0.37 0.46
H -1.59 1.10 -0.34
H 0.67 1.27 -0.38
H 2.93 -0.57 -1.15
```

=====

No. 4
This record from the OMol25 dataset describes a structure of composition CH5N2O in a non-equilibrium geometry. The level of theory is ωB97M-V with the def2-TZVPD basis set.

**Total charge**: +1
**Gap between HOMO and LUMO**: 10.51 eV
**Relative energy (zero: lowest compared OMol25 entry of this formula, charge and spin)**: 5.6402 eV
**E_tot**: -6133.4411 eV
**Molar mass**: 61.1 g/mol
**E_LUMO**: -5.0 eV
**Highest occupied orbital energy**: -15.506 eV

```
9
CH5N2O | the OMol25 dataset | ωB97M-V with the def2-TZVPD basis set
C 0.22 -0.39 0.51
N 1.68 0.68 0.18
N -1.04 -0.05 -0.18
O 1.26 -0.66 -0.37
H 0.44 -0.66 1.56
H 1.33 1.25 -0.59
H -0.85 0.70 -0.93
H -1.80 -0.02 0.45
H -1.24 -0.87 -0.64
```

=====

No. 5
This record from the OMol25 dataset describes a cluster of 2 separate species, CH5N2O2 in total in a non-equilibrium geometry. The level of theory is ωB97M-V with the def2-TZVPD basis set.

**Total charge**: +1
**Gap between HOMO and LUMO (alpha / beta)**: 5.73 / 5.73 eV
**Relative energy (zero: lowest compared OMol25 entry of this formula, charge and spin)**: 6.3113 eV
**E_tot**: -8177.9853 eV
**Molar mass**: 77.1 g/mol
**E_LUMO (alpha / beta)**: -8.7 / -8.7 eV
**Highest occupied orbital energy (alpha / beta)**: -14.413 / -14.412 eV

```
10
CH5N2O2 | the OMol25 dataset | ωB97M-V with the def2-TZVPD basis set
C -0.98 0.68 1.72
N 1.37 -0.39 -1.00
N 0.28 0.08 -0.54
O 1.37 -1.11 -1.99
O -0.86 -0.34 -1.05
H -0.12 0.11 2.13
H -1.71 0.20 1.08
H -0.93 1.58 2.15
H 2.14 0.00 -0.54
H -0.56 -0.80 -1.96
```

=====

No. 6
This record from the OMol25 dataset describes the ion CH5N2O2 with charge +1 in a non-equilibrium geometry. The level of theory is ωB97M-V with the def2-TZVPD basis set.

**SMILES**: C/[N+](O)=N/O
**Total charge**: +1
**Gap between HOMO and LUMO**: 11.08 eV
**Relative energy (zero: lowest compared OMol25 entry of this formula, charge and spin)**: 3.9928 eV
**E_tot**: -8180.3038 eV
**Molar mass**: 77.1 g/mol
**E_LUMO**: -6.3 eV
**Highest occupied orbital energy**: -17.424 eV

```
10
CH5N2O2 | the OMol25 dataset | ωB97M-V with the def2-TZVPD basis set
C 0.94 -0.78 -0.10
N -0.80 0.44 1.01
N -0.13 0.12 0.04
O -1.93 1.07 0.82
O -0.57 0.84 -1.44
H 1.51 -0.79 0.85
H 1.59 -0.30 -0.88
H 0.33 -1.68 -0.53
H -2.19 1.40 1.62
H -1.45 1.07 -1.30
```

=====

No. 7
This record from the OMol25 dataset describes a cluster of 2 separate species, CH5N2O3S in total in a non-equilibrium geometry. The level of theory is ωB97M-V with the def2-TZVPD basis set.

**Total charge**: -1
**Gap between HOMO and LUMO (alpha / beta)**: 7.85 / 7.83 eV
**Relative energy (zero: lowest compared OMol25 entry of this formula, charge and spin)**: 3.3818 eV
**E_tot**: -21073.7573 eV
**Molar mass**: 125.1 g/mol
**E_LUMO (alpha / beta)**: 4.1 / 4.0 eV
**Highest occupied orbital energy (alpha / beta)**: -3.781 / -3.797 eV

```
12
CH5N2O3S | the OMol25 dataset | ωB97M-V with the def2-TZVPD basis set
C -0.01 -1.55 1.10
N 0.27 -0.17 -1.61
N 0.73 0.02 -0.36
O 0.16 1.66 1.63
O -1.53 1.22 -0.07
O 0.36 2.62 -0.61
S -0.15 1.49 0.18
H -0.91 -1.10 1.32
H 0.12 -2.38 0.46
H 0.72 -1.29 1.78
H 0.92 -0.76 -2.07
H -0.68 0.24 -1.74
```

=====

No. 8
This record from the OMol25 dataset describes a cluster of 2 separate species, CH5N2P in total in a non-equilibrium geometry. The level of theory is ωB97M-V with the def2-TZVPD basis set.

**Gap between HOMO and LUMO (alpha / beta)**: 9.48 / 6.75 eV
**Relative energy (zero: lowest compared OMol25 entry of this formula, charge and spin)**: 3.4923 eV
**E_tot**: -13383.0772 eV
**Molar mass**: 76.0 g/mol
**E_LUMO (alpha / beta)**: 0.0 / -0.3 eV
**Highest occupied orbital energy (alpha / beta)**: -9.509 / -7.010 eV

```
9
CH5N2P | the OMol25 dataset | ωB97M-V with the def2-TZVPD basis set
C 1.33 -0.48 -0.53
N -2.44 0.55 1.53
N 0.45 0.58 -0.18
P -2.39 -0.52 0.44
H 1.99 -0.06 -1.28
H 1.87 -1.07 0.29
H 0.90 -1.29 -1.13
H -1.87 1.30 1.89
H 0.16 1.00 -1.03
```

=====

- Which formula does entry 4 have?
  CH5N2O